Entry from OMol25: an isolated molecule of C4H9NO2 in a non-equilibrium geometry (ωB97M-V/def2-TZVPD).

The geometry in XYZ format:
```
16
Properties=species:S:1:pos:R:3:forces:R:3
C 2.418 -0.851 0.623 0.2 0.6 -0.4
N 1.588 -0.019 0.030 1.0 -1.1 -0.8
O 1.595 0.042 -1.237 -0.3 0.4 -0.2
C 0.663 0.946 0.718 -1.2 2.0 -3.5
C -0.709 1.347 -0.251 1.9 -0.8 1.3
O -1.784 0.466 -0.158 0.5 1.1 -0.7
C -1.512 -0.806 -0.738 -1.0 0.1 2.7
H 3.203 -1.385 0.025 -1.3 0.7 0.4
H 2.491 -0.879 1.688 -0.3 0.1 0.5
H 1.225 1.947 0.680 -0.8 -1.6 1.0
H 0.249 0.469 1.560 0.1 0.1 1.7
H -0.307 1.458 -1.231 0.4 -0.5 -1.1
H -1.065 2.346 -0.047 0.0 0.2 1.0
H -0.951 -0.834 -1.636 0.1 0.3 -1.2
H -2.510 -1.250 -0.692 0.4 -0.5 -0.7
H -0.907 -1.254 0.039 0.3 -1.0 -0.1
```
Positions in Å, forces in eV/Å.

Results
- Calculated total energy: -362.8938 Ha
- LUMO energy: 0.72 eV
- SMILES: C=[N+]([O-])CCOC
- ΔE to the lowest compared entry with this formula, charge and spin: 120.29 kcal per mole
- Orbital gap: 9.489 eV